{
  "formula": "C37H25CoN6O4S4",
  "method": "ωB97M-V/def2-TZVPD",
  "homo_lumo_gap_ev": 6.42,
  "e_above_lowest_kcal_mol": 0.0,
  "e_homo_ev": -7.40,
  "charge": 0,
  "lumo_energy_ha": -0.0361,
  "e_tot_ev": -136876.532,
  "symbols": ["Co", "S", "C", "C", "C", "C", "C", "C", "N", "C", "C", "C", "C", "C", "C", "C", "C", "N", "C", "C", "C", "C", "C", "S", "C", "H", "H", "H", "H", "H", "H", "H", "H", "H", "H", "H", "H", "O", "C", "O", "C", "C", "C", "C", "C", "C", "S", "H", "H", "H", "H", "N", "C", "C", "C", "C", "C", "C", "S", "O", "O", "N", "C", "N", "C", "C", "C", "N", "H", "H", "H", "H", "H", "H", "H", "H", "H"],
  "xyz": [[0.082477, 0.031990, 0.005043], [0.893345, -6.420052, 2.498168], [2.313099, -7.184747, 1.935283], [3.136374, -6.311958, 1.293716], [2.609070, -4.995047, 1.257581], [1.394840, -4.894940, 1.875821], [0.571192, -3.693274, 2.033414], [0.680448, -2.663179, 1.072590], [0.001192, -1.544554, 1.160604], [-0.886225, -1.393777, 2.169191], [-1.083121, -2.349979, 3.159047], [-2.055214, -2.076263, 4.182719], [-2.776260, -0.932176, 4.175355], [-2.602269, 0.050839, 3.140013], [-3.314206, 1.257552, 3.051801], [-3.076068, 2.123885, 2.006396], [-2.098472, 1.764469, 1.053863], [-1.409540, 0.651097, 1.131557], [-1.653004, -0.197101, 2.154242], [-3.798011, 3.391869, 1.861230], [-5.008542, 3.734028, 2.397577], [-5.413780, 5.048465, 2.055786], [-4.502859, 5.679639, 1.264808], [-3.155397, 4.690178, 0.929505], [-0.305174, -3.516821, 3.082115], [2.460828, -8.239292, 2.101320], [4.085486, -6.593570, 0.862738], [3.122162, -4.150636, 0.818378], [1.329385, -2.768990, 0.215338], [-2.201724, -2.811312, 4.963962], [-3.506174, -0.740147, 4.951608], [-4.038178, 1.506660, 3.817930], [-1.880190, 2.405627, 0.213912], [-5.606460, 3.061554, 2.996243], [-6.341355, 5.498844, 2.376080], [-4.554619, 6.676215, 0.857739], [-0.398716, -4.275638, 3.850539], [3.440403, -1.301016, -1.754091], [2.724916, -0.925747, -0.838079], [1.468098, -0.657632, -1.029010], [3.281242, -0.888009, 0.563975], [4.389471, -1.695466, 0.813723], [4.953757, -1.775471, 2.074310], [4.410168, -1.022895, 3.107496], [3.321043, -0.203016, 2.870442], [2.743354, -0.116029, 1.599382], [1.462149, 1.066916, 1.370893], [4.798656, -2.248615, -0.022393], [5.810059, -2.413530, 2.250626], [4.836185, -1.072979, 4.101982], [2.900388, 0.392167, 3.671484], [0.787061, -0.437778, -7.646699], [0.318598, -0.176152, -6.369412], [1.016312, -0.644595, -5.251790], [0.533444, -0.426471, -3.978593], [-0.661873, 0.266112, -3.814766], [-1.365999, 0.743939, -4.911680], [-0.880455, 0.518933, -6.183777], [-1.275463, 0.584691, -2.212544], [-2.566007, 1.199391, -2.341090], [-1.209686, -0.671984, -1.420286], [-0.246616, 1.430089, -1.317543], [-0.030472, 2.772067, -1.520138], [0.320535, 3.484185, -0.444658], [0.565427, 4.771972, -0.648742], [0.434010, 5.374768, -1.887725], [0.015239, 4.549086, -2.918887], [-0.211453, 3.254472, -2.755474], [1.767752, -0.650742, -7.721071], [0.455449, 0.172051, -8.374960], [1.948914, -1.180131, -5.383345], [1.085624, -0.774321, -3.114577], [-2.283570, 1.293647, -4.756439], [-1.427898, 0.882702, -7.045157], [0.864563, 5.342806, 0.224639], [0.632515, 6.425211, -2.039089], [-0.140177, 4.937914, -3.920150]],
  "forces_ev_per_a": [[-0.026, 0.006, -0.033], [-0.008, -0.005, -0.006], [0.005, -0.001, 0.007], [-0.005, 0.004, -0.004], [0.005, -0.004, -0.007], [0.004, 0.017, 0.010], [0.000, -0.001, 0.010], [0.027, -0.009, 0.003], [-0.016, 0.008, 0.002], [-0.015, 0.025, -0.005], [0.008, -0.020, 0.015], [-0.001, 0.016, 0.003], [0.005, -0.009, -0.008], [-0.006, 0.008, 0.004], [0.014, 0.011, 0.008], [-0.006, -0.009, 0.005], [-0.004, -0.019, 0.004], [-0.006, 0.004, 0.043], [0.013, -0.019, -0.025], [-0.006, 0.000, 0.000], [-0.014, -0.003, -0.001], [0.009, 0.003, -0.001], [-0.013, 0.004, -0.005], [0.023, -0.001, 0.013], [-0.005, 0.005, -0.015], [0.003, 0.002, 0.001], [-0.001, 0.000, 0.001], [-0.001, 0.002, 0.001], [-0.009, 0.000, 0.000], [-0.001, 0.000, -0.001], [-0.001, -0.002, -0.002], [-0.001, 0.010, -0.003], [-0.001, 0.018, -0.013], [0.009, -0.010, -0.003], [0.001, 0.001, -0.001], [-0.002, -0.001, 0.001], [0.000, 0.001, 0.000], [0.000, 0.009, -0.014], [-0.006, -0.025, 0.009], [0.036, -0.012, -0.016], [-0.008, 0.004, 0.002], [0.000, -0.008, -0.015], [0.012, -0.009, -0.009], [-0.008, 0.010, 0.014], [-0.015, 0.000, 0.000], [0.002, 0.018, 0.008], [0.014, -0.007, -0.002], [-0.001, -0.002, 0.006], [-0.001, 0.001, -0.002], [-0.001, 0.002, -0.001], [0.000, -0.004, 0.002], [-0.002, -0.002, 0.001], [0.003, -0.002, -0.002], [-0.002, 0.005, 0.000], [-0.002, -0.005, -0.003], [0.010, 0.001, -0.004], [-0.004, 0.010, 0.005], [0.000, -0.007, -0.001], [0.011, 0.033, 0.008], [-0.011, -0.021, -0.008], [0.002, -0.008, 0.019], [-0.026, 0.018, 0.005], [0.039, -0.016, -0.003], [-0.011, -0.004, 0.004], [-0.002, -0.009, 0.010], [-0.002, 0.000, -0.007], [0.001, 0.001, 0.001], [-0.004, -0.001, 0.002], [0.001, 0.000, 0.000], [0.000, 0.001, -0.001], [-0.001, 0.000, 0.001], [0.003, -0.001, -0.007], [0.001, -0.001, 0.000], [0.000, -0.001, 0.001], [-0.001, 0.001, -0.001], [0.001, -0.002, 0.001], [-0.001, -0.001, 0.000]]
}